(1)
ORCA calculation (the ωB97M-V functional and the def2-TZVPD basis) on C29H57FN5O3Si4SnTe as an isolated structure.

Summary:
highest occupied orbital energy	-14.187	eV
E_tot	-91927.09969	eV
charge	+3
relative energy (zero: lowest compared OMol25 entry of this formula, charge and spin)	0.000	eV
Kohn-Sham gap	6.9	eV

```
101
Properties=species:S:1:pos:R:3:lowdin_charge:R:1
Sn -0.672 0.017 0.857 1.231
N -2.189 -1.080 -0.640 -0.095
C -1.394 -2.065 -1.423 -0.258
C -1.265 -3.360 -0.625 -0.206
C 0.048 -4.113 -0.873 -0.181
C 1.027 -3.871 0.268 -0.261
N 1.294 -2.426 0.416 -0.035
H -3.019 -1.537 -0.269 0.107
H -2.508 -0.305 -1.215 0.080
H -0.413 -1.625 -1.613 0.089
H -1.853 -2.254 -2.394 0.129
H -2.128 -3.995 -0.834 0.123
H -1.320 -3.111 0.439 0.032
H 0.500 -3.799 -1.820 0.120
H -0.130 -5.183 -0.974 0.120
H 1.936 -4.457 0.123 0.120
H 0.568 -4.218 1.198 0.101
H 1.780 -2.099 -0.415 0.080
H 1.939 -2.275 1.185 0.076
C -1.151 7.648 1.172 -0.047
C -2.334 6.924 1.795 -0.158
N -2.405 5.505 1.383 0.003
C -2.004 4.569 2.236 0.063
C -1.921 3.221 1.954 -0.025
C -1.538 2.362 3.109 -0.607
O -1.587 2.813 4.235 -0.028
O -1.184 1.117 2.899 -0.457
C -2.280 2.766 0.661 -0.273
O -2.202 1.568 0.247 -0.206
C -2.806 3.780 -0.239 -0.045
C -3.282 3.418 -1.506 0.096
C -3.784 4.353 -2.358 -0.176
F -4.260 3.927 -3.539 0.089
C -3.841 5.727 -2.030 -0.114
C -3.353 6.082 -0.781 0.065
C -2.854 5.133 0.120 -0.104
N -4.327 6.712 -2.902 -0.075
C -4.645 6.411 -4.306 -0.117
C -4.993 7.713 -5.033 -0.070
N -4.232 8.840 -4.399 0.070
C -4.742 9.109 -3.002 -0.059
C -5.177 7.779 -2.383 -0.119
H -1.163 8.693 1.479 0.094
H -1.168 7.609 0.083 0.072
H -0.213 7.210 1.511 0.091
H -3.289 7.394 1.563 0.124
H -2.247 6.924 2.879 0.130
H -1.721 4.905 3.225 0.163
H -3.277 2.382 -1.811 0.139
H -3.332 7.126 -0.510 0.105
H -5.489 5.730 -4.424 0.139
H -3.776 5.951 -4.774 0.138
H -6.046 7.974 -4.952 0.142
H -4.730 7.659 -6.086 0.147
H -4.294 9.686 -4.968 0.192
H -3.244 8.586 -4.351 0.187
H -5.569 9.812 -3.083 0.145
H -3.928 9.577 -2.453 0.139
H -6.229 7.574 -2.607 0.143
H -5.102 7.851 -1.303 0.126
C 0.012 0.209 7.570 -0.205
Si 0.421 0.666 5.806 0.432
C 0.814 2.473 5.635 -0.196
C 1.684 -0.451 5.012 -0.211
Si -1.648 0.197 4.636 0.441
Te -1.539 -1.796 3.120 0.736
Si -2.024 -3.872 4.595 0.298
C -0.410 -4.738 4.877 -0.205
C -2.683 -3.020 6.114 -0.214
C -3.280 -4.873 3.675 -0.210
Si -3.957 0.938 5.065 0.451
C -4.036 0.977 6.928 -0.201
C -5.081 -0.321 4.267 -0.211
C -4.278 2.622 4.343 -0.187
H 0.823 0.550 8.221 0.046
H -0.080 -0.869 7.717 0.031
H -0.901 0.691 7.922 0.026
H 1.678 2.694 6.268 0.053
H -0.012 3.097 5.969 0.034
H 1.053 2.746 4.607 0.036
H 2.678 -0.236 5.411 0.048
H 1.718 -0.300 3.930 0.022
H 1.468 -1.504 5.204 0.026
H 0.185 -4.238 5.643 0.040
H 0.185 -4.797 3.965 0.025
H -0.602 -5.760 5.215 0.052
H -1.926 -2.374 6.567 0.024
H -2.955 -3.755 6.877 0.059
H -3.578 -2.442 5.889 0.011
H -2.889 -5.224 2.718 0.037
H -4.193 -4.305 3.491 0.038
H -3.540 -5.755 4.266 0.053
H -3.917 -0.013 7.372 0.034
H -5.016 1.353 7.234 0.047
H -3.285 1.644 7.354 0.035
H -5.090 -1.271 4.800 0.020
H -4.801 -0.515 3.229 0.019
H -6.105 0.061 4.276 0.046
H -3.637 3.384 4.775 0.038
H -5.319 2.877 4.566 0.056
H -4.157 2.639 3.256 0.034
```

---

(2)
ORCA calculation (the ωB97M-V functional and the def2-TZVPD basis) on C29H57Li2O10 as an isolated structure.

Summary:
highest occupied orbital energy	-9.490	eV
E_tot	-51867.86901	eV
charge	+1
relative energy (zero: lowest compared OMol25 entry of this formula, charge and spin)	10.478	eV
Kohn-Sham gap	3.5	eV

```
98
Properties=species:S:1:pos:R:3:lowdin_charge:R:1
Li -6.884 -0.450 -1.267 0.973
Li -3.579 -4.067 0.248 0.946
O -0.791 1.401 0.233 0.057
C -1.715 0.408 0.193 -0.900
O -1.243 -0.735 0.206 -0.088
O -2.925 0.698 0.235 -0.098
H 0.090 1.026 0.157 0.096
C -4.355 6.888 2.627 -0.181
C -5.363 6.953 3.753 -0.178
C -6.670 7.334 3.083 -0.215
O -6.320 7.593 1.724 -0.154
C -5.234 6.667 1.448 -0.200
H -3.468 6.258 2.698 0.121
H -4.047 7.933 2.649 0.118
H -5.115 7.702 4.505 0.113
H -5.568 5.943 4.107 0.109
H -7.265 8.108 3.566 0.120
H -7.370 6.507 2.967 0.107
H -4.726 6.975 0.535 0.123
H -5.632 5.660 1.325 0.118
C 0.106 -7.228 4.641 -0.204
C -0.629 -6.475 5.671 -0.162
C -1.427 -5.479 4.799 -0.177
O -1.794 -6.304 3.683 -0.168
C -0.872 -7.347 3.514 -0.232
H 0.340 -8.204 5.066 0.122
H 0.991 -6.760 4.210 0.122
H -0.058 -6.077 6.510 0.123
H -1.328 -7.194 6.099 0.120
H -0.955 -4.542 4.503 0.115
H -2.367 -5.150 5.243 0.111
H -0.336 -7.269 2.569 0.118
H -1.483 -8.241 3.646 0.123
C 1.879 0.837 -8.523 -0.216
C 2.293 2.011 -7.728 -0.173
C 2.391 1.327 -6.307 -0.139
O 3.261 0.219 -6.706 -0.179
C 2.871 -0.168 -8.041 -0.223
H 2.048 0.930 -9.596 0.120
H 0.864 0.541 -8.257 0.117
H 1.560 2.815 -7.651 0.107
H 3.226 2.396 -8.139 0.122
H 1.494 0.894 -5.864 0.115
H 3.031 1.869 -5.611 0.115
H 2.534 -1.205 -8.029 0.116
H 3.789 -0.105 -8.625 0.118
C -6.043 5.301 -5.886 -0.167
C -5.035 5.238 -6.986 -0.197
C -5.113 3.804 -7.503 -0.173
O -5.435 3.034 -6.330 -0.157
C -5.925 3.861 -5.288 -0.208
H -7.006 5.437 -6.380 0.110
H -5.948 6.070 -5.119 0.116
H -4.041 5.482 -6.612 0.114
H -5.244 6.029 -7.706 0.115
H -4.200 3.313 -7.837 0.123
H -5.898 3.831 -8.260 0.115
H -5.161 3.885 -4.511 0.110
H -6.855 3.504 -4.848 0.103
C 4.168 -5.454 -3.714 -0.179
C 4.199 -6.170 -5.098 -0.156
C 2.802 -6.758 -5.220 -0.203
O 2.027 -5.891 -4.409 -0.145
C 2.747 -5.080 -3.489 -0.213
H 4.927 -4.676 -3.634 0.113
H 4.498 -6.153 -2.944 0.105
H 5.002 -6.906 -5.067 0.108
H 4.445 -5.399 -5.828 0.109
H 2.801 -7.793 -4.879 0.115
H 2.529 -6.706 -6.274 0.116
H 2.541 -5.382 -2.462 0.111
H 2.513 -4.024 -3.624 0.120
C 0.410 3.249 6.958 -0.194
C 1.409 3.254 8.100 -0.176
C 1.518 1.860 8.638 -0.192
O 0.782 1.118 7.663 -0.159
C 0.361 1.799 6.459 -0.169
H 0.633 3.972 6.174 0.107
H -0.585 3.596 7.235 0.103
H 1.004 4.020 8.760 0.113
H 2.349 3.563 7.643 0.112
H 0.959 1.687 9.558 0.116
H 2.541 1.530 8.821 0.114
H -0.651 1.557 6.134 0.115
H 1.049 1.733 5.616 0.110
C 5.444 -1.700 3.873 -0.164
C 6.635 -2.386 4.509 -0.200
C 7.066 -3.481 3.572 -0.192
O 6.405 -3.129 2.351 -0.160
C 5.866 -1.793 2.381 -0.183
H 5.398 -0.680 4.256 0.109
H 4.485 -2.205 3.987 0.111
H 6.411 -2.594 5.555 0.112
H 7.397 -1.609 4.578 0.110
H 6.736 -4.475 3.874 0.117
H 8.149 -3.457 3.446 0.115
H 5.051 -1.617 1.680 0.112
H 6.634 -1.108 2.021 0.112
```